[1]
Here is a 2-piece molecular cluster, C3H4O2P overall from the Open Molecules 2025 dataset. Energies are from ωB97M-V/def2-TZVPD.

Computed properties:
- calculated total energy (Eh) = -608.521036
- energy relative to the best compared isomer or geometry (same formula, charge and spin) (kcal/mol) = 37.7
- HOMO-LUMO gap (eV) = 6.1081
- net charge = -1
- highest occupied orbital energy (Eh) = -0.103

Last column: Löwdin charge in e.
CARTESIAN COORDINATES (ANGSTROEM)
C -1.4636 0.8356 -1.6282  -0.445
O -2.5061 -0.1929 0.5645  -0.763
P -2.9211 0.1836 -0.8724  0.444
H -0.5193 0.8891 -1.0041  -0.051
H 1.3227 -1.9314 1.2278  0.063
C 2.4271 -0.2280 1.0705  -0.345
H -1.5043 1.1628 -2.5969  -0.153
C 1.3660 -0.8648 1.2053  0.010
H 0.4425 -0.2280 1.2962  0.099
O 3.3563 0.3739 0.7373  0.141

[2]
Here is an isolated ion of composition C3H4O2S and charge -2 from the Open Molecules 2025 dataset. Energies are from ωB97M-V/def2-TZVPD.

Computed properties:
- calculated total energy (Eh) = -665.357516
- energy relative to the best compared isomer or geometry (same formula, charge and spin) (kcal/mol) = 5.2
- HOMO-LUMO gap (eV) = 5.5503
- structure (SMILES) = O=C([O-])CC[S-]
- net charge = -2
- highest occupied orbital energy (Eh) = 0.026

Last column: Löwdin charge in e.
CARTESIAN COORDINATES (ANGSTROEM)
H -0.4163 1.3822 0.2324  0.074
C 0.1633 0.4520 0.3232  -0.244
S 0.9137 1.0575 -2.4961  -0.116
C -0.5310 -0.5435 1.2843  -0.785
H 1.0531 0.7587 0.8850  0.086
H 0.8757 -0.9644 -1.0608  0.022
O -1.2568 -0.0501 2.1974  -0.160
H -0.7633 -0.2770 -1.3553  0.026
C 0.2840 -0.0520 -1.1481  -0.789
O -0.3224 -1.7633 1.1380  -0.113

[3]
Here is an isolated ion of composition C3H4O2S and charge -2 from the Open Molecules 2025 dataset. Energies are from ωB97M-V/def2-TZVPD.

Computed properties:
- calculated total energy (Eh) = -665.362592
- energy relative to the best compared isomer or geometry (same formula, charge and spin) (kcal/mol) = 2.0
- HOMO-LUMO gap (eV) = 5.5542
- structure (SMILES) = O=C([O-])CC[S-]
- net charge = -2
- highest occupied orbital energy (Eh) = 0.027

Last column: Löwdin charge in e.
CARTESIAN COORDINATES (ANGSTROEM)
S -1.9718 1.3331 1.0638  -0.108
C -0.0190 0.0015 -0.6430  -0.260
H -0.7907 -0.3979 -1.3088  0.079
O 2.3424 -0.2279 -1.0640  -0.129
H 0.3469 0.6626 1.3280  0.029
C -0.5005 0.2392 0.7767  -0.800
H -0.7141 -0.7194 1.2599  0.023
H 0.2890 0.9713 -1.0566  0.074
C 1.3027 -0.8625 -0.7960  -0.763
O 1.1402 -2.1104 -0.6897  -0.145

[4]
Here is C3H4O2S as an isolated structure from the Open Molecules 2025 dataset. Energies are from ωB97M-V/def2-TZVPD.

Computed properties:
- calculated total energy (Eh) = -665.181068
- energy relative to the best compared isomer or geometry (same formula, charge and spin) (kcal/mol) = 128.4
- HOMO-LUMO gap (eV) = 7.9438
- highest occupied orbital energy (Eh) = -0.349

Last column: Löwdin charge in e.
CARTESIAN COORDINATES (ANGSTROEM)
H 1.4226 1.4684 -1.5771  0.172
S -1.6753 -0.6504 2.7921  0.879
H -0.2946 0.1009 -2.1625  0.174
C -0.6407 -0.2667 0.4573  -0.574
O 0.5626 0.2001 -0.0514  -0.219
C -0.7062 0.0654 1.8123  -0.618
H 1.7986 -1.0504 -1.4899  0.192
O -1.5638 -0.6335 -0.2903  0.056
C 0.9139 0.1419 -1.4269  -0.134
H 0.1830 0.6242 1.9363  0.074

[5]
Here is a 2-piece molecular cluster, C3H4O2S overall from the Open Molecules 2025 dataset. Energies are from ωB97M-V/def2-TZVPD.

Computed properties:
- calculated total energy (Eh) = -665.358443
- energy relative to the best compared isomer or geometry (same formula, charge and spin) (kcal/mol) = 17.1
- HOMO-LUMO gap (eV) = 9.2473
- structure (SMILES) = O=C=O.C=CS
- highest occupied orbital energy (Eh) = -0.319

Last column: Löwdin charge in e.
CARTESIAN COORDINATES (ANGSTROEM)
H -0.9987 -1.4169 -0.4875  0.070
H -0.2291 0.9626 -1.0693  0.052
H -1.7477 -0.7265 1.1236  0.047
C -1.1594 -0.5564 0.2304  -0.105
C -0.8116 0.6692 -0.1538  -0.640
O 1.4881 -1.7755 -0.8846  0.186
S -0.3763 2.0145 0.9153  0.665
O 2.7481 0.1746 -0.8689  0.203
C 2.1494 -0.8176 -0.8980  -0.415
H -1.0628 1.4720 2.0925  -0.062

[6]
Here is a 2-piece molecular cluster, C3H4O2S overall from the Open Molecules 2025 dataset. Energies are from ωB97M-V/def2-TZVPD.

Computed properties:
- calculated total energy (Eh) = -665.177505
- energy relative to the best compared isomer or geometry (same formula, charge and spin) (kcal/mol) = 130.6
- HOMO-LUMO gap (alpha / beta) (eV) = 8.5392 / 8.2651
- highest occupied orbital energy (alpha / beta) (Eh) = -0.312 / -0.327

Last column: Löwdin charge in e.
CARTESIAN COORDINATES (ANGSTROEM)
H 0.2610 1.3601 0.0427  -0.018
H 1.2520 -0.2994 -0.1638  0.028
C 0.5989 0.5543 -0.5860  0.065
C -1.5979 -1.3348 -0.3207  -0.584
H -1.1798 -2.0116 1.8197  -0.026
S -2.3319 -1.3285 1.2357  0.792
O -2.3582 -1.3634 -1.5332  0.072
O -0.8679 -3.1618 -1.9510  0.173
C -1.3365 -2.2599 -1.3630  -0.488
H 0.2349 0.3816 -1.6006  -0.014

[7]
Here is one molecule with the formula C3H4O2S from the Open Molecules 2025 dataset. Energies are from ωB97M-V/def2-TZVPD.

Computed properties:
- calculated total energy (Eh) = -665.309547
- energy relative to the best compared isomer or geometry (same formula, charge and spin) (kcal/mol) = 47.7
- HOMO-LUMO gap (eV) = 10.4347
- structure (SMILES) = C[C@@]1(S)OC1=O
- highest occupied orbital energy (Eh) = -0.373

Last column: Löwdin charge in e.
CARTESIAN COORDINATES (ANGSTROEM)
O -2.4678 -0.9066 0.7552  0.142
H 1.2385 -0.2430 1.1951  0.144
C -0.2457 0.1705 -0.0090  -0.615
H 0.9693 2.3453 -0.3902  -0.040
H 1.6344 -0.0229 -0.5781  0.045
S -0.3262 1.9268 0.1546  0.831
O -1.2168 -0.6419 -1.1886  0.077
H 0.9366 -1.5480 -0.1003  0.083
C -1.5628 -0.5578 0.0777  -0.601
C 1.0404 -0.5224 0.0835  -0.065

[8]
Here is a 2-piece molecular cluster, C3H4O2S overall from the Open Molecules 2025 dataset. Energies are from ωB97M-V/def2-TZVPD.

Computed properties:
- calculated total energy (Eh) = -665.316371
- energy relative to the best compared isomer or geometry (same formula, charge and spin) (kcal/mol) = 43.5
- HOMO-LUMO gap (eV) = 9.5508
- structure (SMILES) = O=C=O.C=CS
- highest occupied orbital energy (Eh) = -0.328

Last column: Löwdin charge in e.
CARTESIAN COORDINATES (ANGSTROEM)
C -0.3752 0.4046 -0.7697  -0.605
O 2.1144 -1.2560 2.1567  0.132
S 0.7135 -0.9253 -0.3481  0.843
H -1.5413 -0.4251 -2.3435  0.084
H -2.0712 1.2180 -1.7224  0.048
H -0.3437 1.1744 -0.0661  0.040
H -0.3780 -1.1470 -0.8834  -0.207
C 1.7900 -0.2439 2.6012  -0.482
O 1.4638 0.7753 2.9952  0.222
C -1.3724 0.4249 -1.6199  -0.075

[9]
Here is one molecule with the formula C3H4O2S from the Open Molecules 2025 dataset. Energies are from ωB97M-V/def2-TZVPD.

Computed properties:
- calculated total energy (Eh) = -665.247399
- energy relative to the best compared isomer or geometry (same formula, charge and spin) (kcal/mol) = 86.7
- HOMO-LUMO gap (alpha / beta) (eV) = 7.8302 / 7.9426
- highest occupied orbital energy (alpha / beta) (Eh) = -0.309 / -0.312

Last column: Löwdin charge in e.
CARTESIAN COORDINATES (ANGSTROEM)
H -1.9439 0.3861 0.4725  0.087
O 2.8439 -0.6571 0.6713  -0.496
H -1.1737 -1.6991 0.5909  0.070
O 1.1653 1.1127 -0.2834  -0.368
C -0.1472 1.2988 0.0435  -0.170
S 1.8493 -0.3587 -0.3745  0.983
H -0.5170 -1.4425 -1.2526  0.089
C -0.5997 -1.1237 -0.1524  -0.067
H -0.4884 2.2605 0.2208  0.096
C -0.9885 0.2230 0.0640  -0.225

[10]
Here is one molecule with the formula C3H4O2S from the Open Molecules 2025 dataset. Energies are from ωB97M-V/def2-TZVPD.

Computed properties:
- calculated total energy (Eh) = -665.280026
- energy relative to the best compared isomer or geometry (same formula, charge and spin) (kcal/mol) = 66.3
- HOMO-LUMO gap (eV) = 10.1292
- structure (SMILES) = O=C[C@]1(S)CO1
- highest occupied orbital energy (Eh) = -0.346

Last column: Löwdin charge in e.
CARTESIAN COORDINATES (ANGSTROEM)
S 1.1392 1.5577 -0.1717  0.808
O -1.2313 0.4643 -0.8816  0.010
C -1.3245 0.5072 0.4812  -0.135
C 0.5912 -1.1638 -0.0862  -0.203
C -0.0971 0.2606 -0.2135  -0.805
H 0.0723 -2.0774 0.1961  0.130
H -1.3484 1.4086 0.8981  0.076
H 2.1810 0.7767 -0.8064  -0.049
H -1.7276 -0.4173 0.8291  0.125
O 1.7453 -1.3166 -0.2451  0.043

[11]
Here is one molecule with the formula C3H4O2S from the Open Molecules 2025 dataset. Energies are from ωB97M-V/def2-TZVPD.

Computed properties:
- calculated total energy (Eh) = -665.214951
- energy relative to the best compared isomer or geometry (same formula, charge and spin) (kcal/mol) = 107.1
- HOMO-LUMO gap (eV) = 10.9682
- structure (SMILES) = C#CS(C)(=O)=O
- highest occupied orbital energy (Eh) = -0.397

Last column: Löwdin charge in e.
CARTESIAN COORDINATES (ANGSTROEM)
H 0.3000 0.7050 -0.9798  0.056
C -0.2071 1.1188 -0.1082  -0.145
O -2.2765 0.0205 1.3444  -0.314
H -0.3790 2.2252 0.0412  0.092
H 0.3694 -3.8137 0.2134  0.018
O -2.4603 0.1345 -1.2078  -0.330
H 0.6131 0.9356 0.5647  0.051
C -0.6437 -1.8085 -0.1219  -0.124
C -0.1148 -2.8714 0.0907  0.002
S -1.7114 0.0173 0.0313  0.695

[12]
Here is a 2-piece molecular cluster, C3H4O2Si overall from the Open Molecules 2025 dataset. Energies are from ωB97M-V/def2-TZVPD.

Computed properties:
- calculated total energy (Eh) = -556.561288
- energy relative to the best compared isomer or geometry (same formula, charge and spin) (kcal/mol) = 32.0
- HOMO-LUMO gap (eV) = 8.0420
- structure (SMILES) = O=[SiH2].C=C=C=O
- highest occupied orbital energy (Eh) = -0.309

Last column: Löwdin charge in e.
CARTESIAN COORDINATES (ANGSTROEM)
O -1.2041 -0.8115 -0.1795  -0.416
H -3.6983 -1.0920 -1.0292  -0.080
H -3.3086 0.8239 0.2702  -0.062
C 2.6136 -0.4218 0.2178  0.033
O -0.2175 1.8914 0.1656  0.143
C 1.7429 0.5320 0.3150  -0.081
C 0.6273 1.1321 0.2959  -0.282
H 3.6459 -0.2292 0.2954  0.039
Si -2.6055 -0.3462 -0.3430  0.629
H 2.4043 -1.4786 -0.0083  0.077